# 1
C6H22IN2OP2 | ωB97M-V/def2-TZVPD

Geometry as XYZ:
```
34
Properties=species:S:1:pos:R:3:forces:R:3
N -4.561 0.858 0.075 0.071 0.196 0.166
P -3.315 -0.057 -0.253 -0.731 0.064 -0.072
P -3.129 -1.246 -2.208 1.357 0.992 -0.095
O -4.300 -0.287 -2.936 -0.022 -0.043 -0.272
I -5.064 -2.929 -1.145 -0.477 -0.419 0.208
H -4.294 1.825 0.228 -0.119 -0.079 -0.113
H -3.137 -1.069 0.723 0.284 -0.158 -0.127
H -2.097 0.665 -0.163 0.308 -0.230 -0.081
H -2.134 -2.012 -1.467 -0.184 -0.114 0.127
H -3.087 -2.167 -3.279 -0.160 -0.120 0.059
H -2.119 -0.374 -2.713 0.066 -0.018 0.030
H -5.175 -0.622 -2.730 -0.335 -0.070 0.191
C 0.585 -1.433 1.830 -0.069 -0.047 -0.038
C 1.596 -1.000 0.782 0.040 -0.004 0.032
N 1.310 0.312 0.228 0.158 -0.032 0.120
C 2.075 0.620 -0.961 -0.021 0.021 -0.147
C 3.600 0.765 -0.829 -0.055 0.019 -0.022
C 1.158 1.387 1.190 -0.050 0.081 0.050
C 2.340 1.686 2.128 -0.055 0.026 -0.042
H -0.425 -1.387 1.420 -0.018 0.016 0.029
H 0.784 -2.460 2.139 0.004 -0.011 -0.027
H 0.625 -0.813 2.727 0.014 0.019 0.001
H 1.562 -1.705 -0.053 0.007 -0.014 0.002
H 2.613 -1.079 1.211 -0.045 0.041 -0.028
H 1.664 1.538 -1.391 0.011 0.008 0.005
H 1.864 -0.170 -1.688 0.012 -0.021 0.019
H 3.885 1.702 -0.350 -0.014 -0.020 0.038
H 4.055 0.755 -1.822 0.004 0.003 -0.012
H 4.036 -0.057 -0.259 -0.006 -0.010 -0.001
H 0.282 1.168 1.802 -0.008 -0.042 0.006
H 0.898 2.287 0.628 0.035 0.013 -0.001
H 2.770 0.768 2.533 -0.019 -0.010 0.013
H 1.997 2.289 2.970 -0.002 0.009 0.005
H 3.137 2.240 1.632 0.018 -0.048 -0.024
```
Positions in Å, forces in eV/Å.

Output
orbital gap	6.71	eV
net charge	-1
DFT total energy	-1406.937968	Eh

# 2
C53H144O19 | ωB97M-V/def2-TZVPD

Geometry as XYZ:
```
216
Properties=species:S:1:pos:R:3:forces:R:3
C -0.786 -2.912 4.050 -0.348 -0.533 -1.474
O -0.587 -2.883 5.439 0.385 0.381 0.356
H -1.382 -2.075 3.687 -0.323 -0.086 0.607
H 0.088 -2.851 3.401 0.677 0.100 0.585
H -1.249 -3.855 3.759 -0.433 0.137 -0.022
H -0.102 -3.675 5.684 0.018 0.008 0.115
C -5.430 5.645 -0.128 0.612 0.921 0.314
O -6.271 6.286 -1.078 -0.438 -0.486 -0.153
H -5.959 4.955 0.528 -0.269 0.014 -0.487
H -4.568 5.176 -0.602 -0.095 -0.388 -0.058
H -5.037 6.423 0.527 0.184 -0.040 0.355
H -5.775 7.003 -1.478 0.007 -0.024 0.026
C -2.819 -0.443 5.851 -1.593 -0.250 0.572
C -2.061 -0.026 7.101 -0.815 -1.092 0.178
C -2.535 -0.704 8.400 -0.069 -0.040 -0.601
O -0.752 -0.449 6.867 2.009 1.484 0.302
H -3.864 -0.139 5.903 -0.164 0.168 0.006
H -2.860 -1.532 5.865 0.147 -0.173 -0.294
H -2.447 -0.092 4.889 0.403 0.138 0.271
H -2.176 1.041 7.293 0.804 0.256 -0.415
H -2.220 -1.747 8.413 -0.382 -0.225 -0.326
H -3.620 -0.606 8.447 -0.015 -0.149 0.475
H -2.030 -0.298 9.277 -0.235 0.451 -0.072
H -0.734 -1.321 6.467 -0.226 -0.524 -0.220
C 4.173 1.398 -7.319 -1.476 0.020 0.242
C 4.668 2.126 -6.057 -1.093 -3.298 -0.115
C 4.417 1.364 -4.710 -0.672 1.312 -0.520
O 6.034 2.175 -6.217 2.210 2.164 0.007
H 4.616 0.415 -7.480 0.450 0.130 0.088
H 4.282 2.039 -8.194 0.412 -0.096 -0.015
H 3.106 1.180 -7.276 -0.292 0.069 0.179
H 4.147 3.083 -6.034 0.774 0.391 0.115
H 3.408 0.962 -4.626 0.207 -0.298 -0.111
H 4.486 2.136 -3.943 0.198 -0.103 0.300
H 5.196 0.629 -4.509 -0.219 -0.172 -0.188
H 6.430 1.301 -6.260 -0.411 -0.114 0.040
C -3.115 3.749 4.174 0.908 -0.647 -1.043
C -3.845 3.915 2.841 1.343 -0.419 0.354
C -4.342 2.668 2.143 0.509 -0.958 0.909
O -4.930 4.723 3.080 -1.986 1.186 -0.506
H -3.791 3.657 5.024 0.153 -0.128 -0.075
H -2.433 4.596 4.245 -0.273 0.357 0.561
H -2.409 2.926 4.059 -0.094 -0.444 0.516
H -3.089 4.376 2.205 -0.094 0.412 -0.574
H -3.536 2.005 1.829 0.426 0.455 -0.404
H -4.994 2.866 1.291 -0.091 0.021 0.275
H -4.767 2.019 2.909 -0.964 0.125 -0.081
H -4.682 5.565 3.469 0.218 -0.048 0.049
C 0.583 -4.123 0.976 0.308 0.195 0.584
C -0.784 -4.201 0.399 -0.333 -0.256 -1.557
C -1.237 -5.650 0.125 0.385 -0.497 0.326
O -1.668 -3.478 1.199 -1.140 -0.055 1.224
H 1.250 -4.679 0.318 0.424 -0.011 0.523
H 0.542 -4.417 2.024 0.240 -0.953 -0.165
H 0.908 -3.090 1.107 0.072 0.229 -0.673
H -0.783 -3.642 -0.537 0.227 -0.336 -0.609
H -2.163 -5.795 -0.432 -0.046 0.501 0.096
H -1.303 -6.275 1.016 -0.343 0.455 0.562
H -0.475 -6.225 -0.399 0.229 0.455 -0.459
H -1.865 -2.640 0.775 0.028 0.588 -0.224
C 2.626 3.778 -1.071 0.246 0.090 -0.130
C 3.194 5.045 -1.754 -0.346 -0.821 0.340
C 2.792 5.073 -3.195 -0.277 -0.211 -0.596
O 2.709 6.173 -1.106 -0.250 0.964 -0.241
H 2.925 3.667 -0.029 0.511 0.104 -0.049
H 2.917 2.881 -1.618 -0.052 -0.087 0.052
H 1.539 3.824 -1.000 -0.255 0.091 -0.449
H 4.284 5.019 -1.737 0.330 -0.076 0.290
H 3.171 5.900 -3.795 0.406 0.052 0.306
H 1.709 5.151 -3.294 -0.162 -0.316 0.074
H 3.161 4.130 -3.600 -0.212 0.014 -0.514
H 2.515 5.935 -0.196 0.098 0.231 0.523
C -0.114 -0.028 -1.385 -0.065 -0.090 -1.288
C -0.699 -0.118 0.010 1.654 2.112 -1.433
C -0.892 1.337 0.542 -0.298 -1.664 1.034
O -1.888 -0.817 -0.028 -0.825 -1.176 0.705
H 0.601 0.774 -1.564 0.151 0.054 0.506
H -0.921 0.181 -2.088 -0.238 0.098 -0.034
H 0.346 -0.941 -1.765 0.072 -0.248 0.283
H 0.036 -0.666 0.600 -0.296 0.027 0.590
H 0.049 1.888 0.530 -0.093 0.038 0.154
H -1.247 1.110 1.547 0.282 0.741 0.559
H -1.710 1.907 0.102 0.159 -0.222 -0.604
H -2.464 -0.336 -0.627 -0.467 0.282 -0.344
C 1.579 5.061 3.638 -0.173 -0.640 0.964
C 1.469 4.841 2.141 -0.410 1.801 0.730
C 0.117 5.276 1.582 -0.071 -1.292 -0.323
O 2.371 5.753 1.528 1.144 0.069 -0.032
H 0.974 4.394 4.252 -0.184 -0.396 -0.314
H 1.254 6.036 4.002 0.159 0.401 -0.486
H 2.603 4.874 3.961 0.141 0.154 -0.020
H 1.854 3.841 1.944 -0.614 -0.141 -0.476
H -0.624 4.535 1.883 -0.468 0.272 -0.057
H 0.164 5.336 0.494 0.034 -0.449 -0.136
H -0.153 6.298 1.845 0.086 -0.149 0.662
H 2.516 6.468 2.153 0.176 0.198 -0.134
C 3.028 -2.253 -1.127 -0.361 -0.735 -0.808
C 4.106 -1.295 -1.625 -0.531 -0.800 2.493
C 3.611 0.116 -1.489 0.123 0.223 -1.134
O 5.162 -1.520 -0.673 1.030 -0.107 -1.528
H 2.613 -1.844 -0.205 -0.224 -0.074 -0.006
H 3.431 -3.243 -0.914 0.414 0.080 0.185
H 2.255 -2.491 -1.858 -0.419 0.530 -0.081
H 4.399 -1.491 -2.656 0.402 -0.137 0.192
H 2.816 0.170 -2.232 -0.091 0.642 -0.017
H 4.446 0.764 -1.756 -0.207 0.367 -0.075
H 3.220 0.406 -0.514 0.080 -0.360 0.137
H 4.931 -1.048 0.130 -0.174 0.217 0.540
C 1.017 -5.576 -2.703 -1.176 -0.386 0.428
C 1.932 -5.628 -3.918 -0.960 0.113 1.429
C 2.047 -7.007 -4.426 0.728 -1.191 -0.478
O 1.374 -4.820 -4.911 0.379 1.497 -0.857
H 0.785 -4.558 -2.392 0.676 0.104 0.344
H 1.282 -6.253 -1.891 0.755 0.454 0.263
H 0.009 -5.954 -2.874 -0.235 -0.232 -0.902
H 2.875 -5.227 -3.545 0.246 0.275 -0.731
H 1.073 -7.340 -4.782 -0.197 -0.332 0.440
H 2.472 -7.637 -3.644 -0.345 -0.363 -0.061
H 2.687 -7.123 -5.301 0.265 0.369 0.034
H 0.575 -5.234 -5.246 -0.128 -0.109 0.030
C -3.934 -3.049 -4.041 0.594 0.354 0.656
C -3.391 -4.435 -3.588 -2.459 1.545 2.835
C -4.161 -5.045 -2.414 0.617 1.437 1.695
O -3.624 -5.291 -4.573 0.970 -2.793 -4.399
H -5.017 -3.035 -4.164 -0.078 -0.448 -0.115
H -3.479 -2.745 -4.984 0.021 -0.262 -0.126
H -3.740 -2.219 -3.362 0.280 -0.179 0.341
H -2.366 -4.406 -3.219 0.434 0.096 -0.744
H -5.238 -5.150 -2.543 -0.035 0.120 -0.356
H -3.992 -4.369 -1.576 -0.408 0.015 0.448
H -3.746 -5.993 -2.073 0.065 -0.144 -0.443
H -4.465 -5.748 -4.500 0.087 0.202 0.219
C 2.960 -3.945 3.546 0.158 -0.486 -0.505
C 4.441 -3.519 3.575 -1.096 -1.142 0.889
C 5.173 -3.554 2.276 -0.279 -0.052 -1.187
O 4.429 -2.210 4.104 0.583 0.867 0.276
H 2.427 -3.335 2.817 0.002 -0.003 -0.010
H 2.446 -3.851 4.502 0.360 0.435 0.241
H 2.812 -4.998 3.305 0.219 -0.084 -0.437
H 4.959 -4.206 4.244 0.162 0.114 0.383
H 4.561 -3.153 1.468 -0.015 0.214 -0.095
H 5.398 -4.575 1.968 0.059 -0.086 0.174
H 6.098 -2.978 2.288 -0.034 -0.120 0.214
H 4.658 -2.264 5.035 -0.068 0.225 0.030
C -4.317 -1.615 2.755 -0.239 -0.552 0.508
C -5.015 -2.725 1.892 0.457 0.840 -0.112
C -5.156 -2.306 0.432 -0.575 0.427 0.980
O -4.316 -3.932 1.976 -0.456 -0.747 0.589
H -3.243 -1.505 2.603 0.055 -0.210 -0.653
H -4.373 -1.900 3.805 -0.193 -0.199 0.100
H -4.728 -0.606 2.716 -0.346 -0.078 -0.412
H -6.019 -2.915 2.271 0.025 0.038 0.305
H -4.152 -2.312 0.008 -0.212 0.346 -0.456
H -5.633 -1.330 0.522 0.408 0.465 -0.686
H -5.877 -2.914 -0.113 0.389 -0.374 -0.062
H -3.425 -3.802 1.645 0.548 -0.028 -0.083
C 5.017 1.212 3.515 0.348 0.210 -0.769
C 5.542 0.626 2.175 -0.823 -1.592 0.575
C 6.818 -0.167 2.292 1.203 0.020 0.652
O 4.591 -0.366 1.748 -1.018 0.286 -0.365
H 5.734 1.871 4.003 0.040 0.076 -0.093
H 4.782 0.403 4.207 0.245 -0.213 -0.091
H 4.074 1.741 3.377 0.079 0.166 -0.204
H 5.550 1.258 1.287 0.288 0.720 0.519
H 7.015 -0.762 1.401 0.169 0.596 -0.370
H 6.811 -0.944 3.057 -0.714 0.124 0.433
H 7.665 0.443 2.608 0.240 0.186 -0.498
H 4.455 -0.977 2.475 -0.010 -0.258 0.363
C -1.112 3.385 -3.385 1.793 0.131 0.445
C -1.753 4.107 -2.218 -0.410 1.848 -1.495
C -1.621 5.701 -2.227 0.247 -2.100 -0.327
O -3.117 3.782 -2.297 -1.886 -0.754 1.304
H -0.036 3.517 -3.265 0.329 -0.181 -0.197
H -1.324 3.747 -4.391 -0.498 0.304 0.158
H -1.294 2.310 -3.350 -0.179 0.044 0.125
H -1.400 3.724 -1.261 -0.037 -0.096 -0.054
H -1.771 6.054 -3.247 0.056 0.061 -0.061
H -0.611 5.950 -1.903 -0.123 0.382 0.106
H -2.414 6.116 -1.604 0.305 0.016 0.226
H -3.580 4.047 -3.096 0.505 0.358 -0.271
C 0.825 0.278 -4.667 -0.270 -0.234 -0.849
C 0.753 -1.226 -5.020 -0.267 0.652 0.437
C 0.168 -1.485 -6.384 -0.143 0.331 -0.284
O 2.024 -1.811 -5.035 1.139 0.293 0.513
H -0.179 0.700 -4.712 -0.241 -0.172 0.311
H 1.333 0.841 -5.450 0.407 -0.162 -0.081
H 1.269 0.538 -3.707 -0.011 -0.355 -0.062
H 0.172 -1.717 -4.240 -0.398 -0.068 0.151
H -0.852 -1.115 -6.486 -0.041 -0.058 -0.135
H 0.229 -2.545 -6.627 -0.297 -0.102 0.146
H 0.833 -1.001 -7.100 -0.174 0.223 -0.179
H 1.872 -2.754 -5.134 0.179 -0.477 0.026
C 1.871 1.435 5.712 0.265 0.417 -0.185
C 1.118 1.323 4.365 1.388 -1.104 1.354
C 1.459 -0.013 3.722 0.359 -0.335 -0.573
O -0.240 1.346 4.618 -1.483 0.905 -0.526
H 1.647 2.339 6.278 -0.209 0.235 -0.247
H 2.954 1.413 5.588 0.072 -0.095 -0.117
H 1.585 0.618 6.375 -0.053 -0.216 -0.185
H 1.347 2.135 3.675 0.079 0.114 0.091
H 1.130 -0.880 4.295 -0.550 0.229 0.317
H 2.518 -0.243 3.607 0.147 0.549 -0.275
H 0.966 -0.024 2.750 0.079 -0.316 -0.159
H -0.420 0.702 5.307 -0.062 -0.377 0.527
C -5.684 1.231 -1.815 -0.184 -1.062 0.482
C -4.515 0.406 -2.379 -1.339 1.624 -2.183
C -4.488 0.467 -3.927 0.178 -0.063 -0.357
O -3.329 1.008 -1.989 1.670 -1.246 1.376
H -5.724 2.274 -2.127 0.263 -0.093 -0.382
H -5.599 1.246 -0.729 -0.027 -0.046 0.125
H -6.627 0.740 -2.057 -0.148 0.141 -0.056
H -4.562 -0.645 -2.095 0.170 0.146 0.522
H -3.577 -0.002 -4.299 0.026 -0.333 0.136
H -4.375 1.494 -4.275 -0.206 0.332 0.272
H -5.323 0.056 -4.493 -0.215 -0.204 0.358
H -3.325 1.951 -2.167 -0.228 0.697 -0.049
```
Positions in Å, forces in eV/Å.

Output
orbital gap	9.65	eV
net charge	0
relative energy (zero: lowest compared OMol25 entry of this formula, charge and spin)	0.00	kcal/mol
DFT total energy	-3535.109567	Eh

Repeat the first record exactly.
C6H22IN2OP2 | ωB97M-V/def2-TZVPD

Geometry as XYZ:
```
34
Properties=species:S:1:pos:R:3:forces:R:3
N -4.561 0.858 0.075 0.071 0.196 0.166
P -3.315 -0.057 -0.253 -0.731 0.064 -0.072
P -3.129 -1.246 -2.208 1.357 0.992 -0.095
O -4.300 -0.287 -2.936 -0.022 -0.043 -0.272
I -5.064 -2.929 -1.145 -0.477 -0.419 0.208
H -4.294 1.825 0.228 -0.119 -0.079 -0.113
H -3.137 -1.069 0.723 0.284 -0.158 -0.127
H -2.097 0.665 -0.163 0.308 -0.230 -0.081
H -2.134 -2.012 -1.467 -0.184 -0.114 0.127
H -3.087 -2.167 -3.279 -0.160 -0.120 0.059
H -2.119 -0.374 -2.713 0.066 -0.018 0.030
H -5.175 -0.622 -2.730 -0.335 -0.070 0.191
C 0.585 -1.433 1.830 -0.069 -0.047 -0.038
C 1.596 -1.000 0.782 0.040 -0.004 0.032
N 1.310 0.312 0.228 0.158 -0.032 0.120
C 2.075 0.620 -0.961 -0.021 0.021 -0.147
C 3.600 0.765 -0.829 -0.055 0.019 -0.022
C 1.158 1.387 1.190 -0.050 0.081 0.050
C 2.340 1.686 2.128 -0.055 0.026 -0.042
H -0.425 -1.387 1.420 -0.018 0.016 0.029
H 0.784 -2.460 2.139 0.004 -0.011 -0.027
H 0.625 -0.813 2.727 0.014 0.019 0.001
H 1.562 -1.705 -0.053 0.007 -0.014 0.002
H 2.613 -1.079 1.211 -0.045 0.041 -0.028
H 1.664 1.538 -1.391 0.011 0.008 0.005
H 1.864 -0.170 -1.688 0.012 -0.021 0.019
H 3.885 1.702 -0.350 -0.014 -0.020 0.038
H 4.055 0.755 -1.822 0.004 0.003 -0.012
H 4.036 -0.057 -0.259 -0.006 -0.010 -0.001
H 0.282 1.168 1.802 -0.008 -0.042 0.006
H 0.898 2.287 0.628 0.035 0.013 -0.001
H 2.770 0.768 2.533 -0.019 -0.010 0.013
H 1.997 2.289 2.970 -0.002 0.009 0.005
H 3.137 2.240 1.632 0.018 -0.048 -0.024
```
Positions in Å, forces in eV/Å.

Output
orbital gap	6.71	eV
net charge	-1
DFT total energy	-1406.937968	Eh